No. 1
{"formula": "C2H3N4O", "method": "wB97M-V/def2-TZVPD", "homo_energy_ev": -15.83, "lumo_energy_ev": -7.14, "total_charge": 1, "total_energy_ev": -10118.0870, "relative_energy_kcal_mol": 107.46, "fmax_ev_per_a": 3.65, "orbital_gap_ha": 0.319, "species": ["O", "N", "N", "N", "N", "C", "C", "H", "H", "H"], "xyz": [[-2.160, 0.155, -1.121], [1.658, 0.480, -0.951], [0.705, -1.168, 0.053], [0.726, 1.129, -0.550], [1.690, -0.926, -0.603], [-1.631, -0.484, -0.300], [-0.186, -0.190, 0.259], [-0.338, 0.178, 1.278], [2.428, 0.818, -1.539], [-2.008, -1.377, 0.221]], "forces_ev_per_angstrom": [[-0.37, 0.58, -0.58], [-0.97, 1.10, 0.23], [0.71, -1.21, 0.05], [-1.49, -1.11, 0.61], [0.97, -2.19, -0.04], [0.48, -0.71, 0.32], [0.53, 3.51, -0.81], [0.38, -0.13, 0.15], [0.02, 0.17, 0.12], [-0.27, -0.01, -0.04]], "nbo_charge": [-0.36, -0.10, -0.03, 0.12, 0.07, 0.43, -0.08, 0.31, 0.47, 0.18]}

=====

No. 2
{"formula": "C2H3NS2", "method": "wB97M-V/def2-TZVPD", "homo_energy_ev": [-8.81, -8.38], "lumo_energy_ev": [-1.07, -2.42], "total_energy_ev": -25279.5037, "relative_energy_kcal_mol": 70.71, "fmax_ev_per_a": 2.45, "orbital_gap_ha": [0.284, 0.219], "species": ["S", "S", "N", "C", "C", "H", "H", "H"], "xyz": [[2.568, -0.841, -0.574], [-2.827, 1.274, 0.807], [-1.391, 0.705, 0.415], [0.708, -0.683, -0.101], [-0.211, 0.595, -0.035], [0.249, -1.318, -0.857], [0.655, -1.186, 0.864], [0.250, 1.455, -0.519]], "forces_ev_per_angstrom": [[-2.18, 1.03, 0.47], [1.12, -0.27, -0.34], [0.73, -0.94, 0.02], [-0.08, -0.18, 0.32], [0.62, 0.60, -0.42], [-0.03, -0.32, 0.08], [-0.13, -0.23, -0.11], [-0.06, 0.31, -0.02]], "nbo_charge": [0.12, 0.26, -0.52, -0.59, 0.08, 0.25, 0.24, 0.17]}

=====

No. 3
{"formula": "C13H37B2KNO3", "method": "wB97M-V/def2-TZVPD", "homo_energy_ev": -4.27, "lumo_energy_ev": 2.22, "total_charge": -1, "total_energy_ev": -39380.2432, "relative_energy_kcal_mol": 187.90, "fmax_ev_per_a": 4.48, "orbital_gap_ha": 0.238, "species": ["K", "O", "O", "O", "N", "C", "C", "C", "C", "C", "C", "C", "C", "C", "C", "C", "C", "C", "B", "B", "H", "H", "H", "H", "H", "H", "H", "H", "H", "H", "H", "H", "H", "H", "H", "H", "H", "H", "H", "H", "H", "H", "H", "H", "H", "H", "H", "H", "H", "H", "H", "H", "H", "H", "H", "H", "H"], "xyz": [[0.747, 0.575, -1.142], [-1.123, 1.619, -0.178], [-0.034, -1.022, -2.736], [1.393, -1.521, -0.282], [-0.807, 0.626, 0.705], [-0.759, 2.404, 2.521], [-2.259, -1.039, -0.370], [-1.947, -0.290, 0.980], [1.368, 1.606, 1.265], [0.254, -0.013, 2.723], [0.121, -2.304, -2.154], [-0.950, -0.847, 3.237], [-3.277, 0.462, 1.336], [2.577, -1.412, 0.424], [-1.634, -1.343, 2.013], [-1.262, -0.857, -3.321], [1.411, -2.442, -1.376], [-0.022, 1.161, 1.807], [0.682, 1.658, -3.150], [3.372, 1.012, -0.811], [0.124, -3.082, -2.918], [1.675, -3.492, -1.246], [3.720, 2.028, -0.911], [0.041, 1.870, -2.308], [-3.528, 1.249, 0.625], [3.246, -0.762, -0.139], [1.472, 0.950, -2.954], [-2.604, -1.772, 2.266], [0.675, 0.447, 3.617], [-1.325, -1.417, -4.254], [4.262, 0.425, -0.979], [-0.074, 2.951, 3.168], [-1.330, -1.434, -0.782], [-1.134, -2.153, 1.483], [1.990, 2.174, 1.958], [-2.203, -0.959, -2.779], [-3.036, -1.746, -0.079], [2.601, 0.757, -1.521], [-0.962, 3.191, 1.795], [-0.738, -2.406, -1.492], [1.199, 2.229, 0.388], [-3.105, 0.939, 2.301], [-1.712, 2.276, 3.035], [-1.626, -0.226, 3.824], [-1.352, 0.148, -3.732], [0.885, -0.662, 2.116], [-2.787, -0.496, -1.154], [1.143, 2.620, -3.314], [0.108, 1.319, -3.999], [-0.557, -1.661, 3.848], [3.013, 0.865, 0.196], [2.139, -1.940, -2.013], [-1.488, 2.345, 0.333], [3.177, -2.316, 0.526], [2.431, -0.880, 1.364], [1.923, 0.809, 0.769], [-4.114, -0.224, 1.465]], "forces_ev_per_angstrom": [[-0.47, -1.63, 2.72], [-1.25, 0.71, -0.71], [0.40, -1.26, 0.66], [-1.86, -3.07, 0.89], [-0.54, -1.25, 2.01], [0.78, -0.09, -0.58], [-0.39, 0.72, 1.33], [-1.54, 1.26, -2.32], [-2.21, 0.62, -0.01], [-0.90, 0.17, 1.28], [-0.26, -0.28, 0.25], [1.13, 0.91, -0.83], [1.11, 0.18, 0.80], [2.28, -0.01, -0.22], [-1.04, -0.89, -0.48], [-1.42, 0.98, -2.65], [0.36, 2.65, -1.15], [-0.55, 0.92, 0.90], [0.03, 1.46, -2.24], [0.85, 0.63, -0.42], [-0.19, -0.16, -0.25], [-0.02, 0.02, 0.81], [0.95, 4.24, -0.54], [-2.99, 1.43, 1.60], [0.02, -0.20, -0.14], [0.04, -0.42, 0.14], [2.65, -2.03, -0.33], [-0.20, -0.18, 0.07], [0.97, -0.38, -0.10], [-0.12, -0.80, -0.06], [3.55, -2.60, -0.61], [0.16, -0.43, 0.34], [-0.98, 0.29, 0.77], [0.64, 0.00, 0.30], [-0.06, -0.31, 0.17], [0.50, -0.75, 0.50], [0.43, -0.88, -0.14], [-0.58, -0.69, -2.46], [-0.03, 0.02, -0.40], [0.44, -1.33, -0.41], [0.11, 0.72, 0.39], [-0.34, 0.13, 0.15], [0.17, -0.57, 0.14], [0.00, 0.00, 0.19], [0.58, 0.26, 0.47], [0.17, -0.05, 0.77], [0.38, 0.80, 0.45], [1.94, 3.86, -1.21], [-2.22, -0.94, -3.53], [-0.18, 0.00, 0.12], [0.49, -0.24, 2.44], [0.65, -0.70, -0.61], [-0.31, 0.36, 0.03], [-0.57, -0.75, 0.45], [-0.03, -0.64, -0.02], [-0.57, 0.25, 1.52], [0.05, -0.07, -0.23]], "mulliken_charge": [-0.82, -0.67, -0.30, 0.29, 2.01, -1.51, -2.24, 1.05, -2.06, -1.26, -0.56, -0.91, -1.95, -1.14, -1.37, -0.99, -0.86, 1.60, 2.60, 1.72, 0.44, 0.41, -0.37, -0.75, 0.35, 0.39, -0.60, 0.47, 0.51, 0.43, -0.30, 0.45, -0.53, 0.42, 0.52, 0.39, 0.53, -0.65, 0.52, 0.91, 0.45, 0.44, 0.25, 0.42, 0.29, 0.10, 0.55, -0.39, -0.49, 0.45, 0.27, 0.42, 0.28, 0.38, 0.46, -1.49, 0.43]}

=====

No. 4
{"formula": "C21H27F6N3O24", "method": "wB97M-V/def2-TZVPD", "homo_energy_ev": -8.86, "lumo_energy_ev": -2.30, "total_energy_ev": -92084.2420, "relative_energy_kcal_mol": 864.22, "fmax_ev_per_a": 15.76, "orbital_gap_ha": 0.241, "species": ["F", "F", "F", "F", "F", "F", "O", "O", "O", "O", "O", "O", "O", "O", "O", "O", "O", "O", "O", "O", "O", "O", "O", "O", "O", "O", "O", "O", "O", "O", "N", "N", "N", "C", "C", "C", "C", "C", "C", "C", "C", "C", "C", "C", "C", "C", "C", "C", "C", "C", "C", "C", "C", "C", "H", "H", "H", "H", "H", "H", "H", "H", "H", "H", "H", "H", "H", "H", "H", "H", "H", "H", "H", "H", "H", "H", "H", "H", "H", "H", "H"], "xyz": [[1.758, -2.838, 2.614], [-0.299, -0.832, 3.313], [-1.937, 1.916, 1.340], [0.095, -0.457, -2.308], [-1.546, 3.827, -0.654], [4.413, 2.737, 1.726], [-0.761, -1.671, -0.741], [-0.159, -4.336, -0.656], [-1.306, 3.582, -2.856], [-2.116, 0.403, 3.629], [-3.588, 0.709, 2.316], [-2.469, -4.338, -3.048], [0.017, -4.548, -3.043], [-5.549, 1.398, 3.325], [-4.878, 2.000, 1.177], [-1.287, 2.436, 3.593], [-3.478, 2.164, 4.126], [2.409, -0.597, -1.247], [1.980, 0.597, 2.398], [0.851, 3.774, -2.574], [-1.096, -0.233, 0.913], [3.568, -0.340, -3.091], [-0.706, -3.579, 1.426], [2.143, -0.801, 0.695], [1.059, -2.805, 0.459], [3.357, 1.098, 0.851], [-0.087, -2.694, -4.348], [0.994, -2.547, -2.374], [-0.168, 4.472, -4.565], [-3.622, -2.644, -2.452], [-0.592, -0.613, -0.102], [-2.656, -3.354, -2.359], [3.462, -0.485, -1.854], [0.430, 2.993, -1.501], [4.738, -0.506, -1.052], [0.697, -1.512, -4.376], [-0.183, 4.041, -3.412], [1.042, -1.240, -2.886], [0.988, -2.220, 1.744], [2.639, 1.750, 2.892], [-0.974, 0.286, 2.899], [0.298, -3.376, -3.224], [2.468, 0.209, 1.271], [3.178, 2.290, 1.565], [-3.930, 1.525, 0.244], [0.567, 0.244, -0.638], [-4.727, 1.414, 2.345], [-2.861, 1.005, 1.124], [-0.443, -2.421, 2.156], [-2.420, 1.711, 3.708], [-0.041, -3.553, 0.256], [-1.100, 3.006, -1.585], [-1.668, -2.888, -1.289], [-0.227, 1.493, 3.483], [5.564, -0.022, -1.573], [-0.922, -2.199, -1.684], [2.017, -0.825, -2.631], [-3.488, 2.231, -0.459], [-2.234, -2.332, -0.541], [-0.997, -1.563, 1.776], [0.801, 1.976, -1.625], [4.889, -1.578, -0.925], [4.513, 0.033, -0.131], [0.071, 1.170, -0.926], [1.261, -0.223, -1.338], [1.082, 0.549, 0.273], [2.578, 3.087, 1.127], [3.262, 1.734, 3.786], [0.097, -0.656, -4.686], [0.223, 1.224, 4.439], [-1.091, 0.359, 1.818], [0.622, 1.864, 2.909], [-1.462, 1.998, -1.384], [1.334, -1.188, 1.796], [-0.671, -2.579, 3.210], [0.713, 3.489, -0.572], [-2.383, 0.102, 0.744], [-1.162, -3.744, -0.841], [-4.402, 0.693, -0.279], [1.590, -1.686, -4.977], [1.914, 2.432, 3.337]], "forces_ev_per_angstrom": [[2.41, -2.16, 1.33], [0.49, 3.02, 2.31], [1.31, 2.51, -0.36], [-3.56, -0.96, -6.89], [-1.27, 1.13, 1.20], [1.41, 1.25, 0.12], [7.62, 7.41, 11.63], [4.83, -2.47, 3.12], [-1.87, -1.09, 0.84], [0.63, -0.90, 3.02], [-2.37, -0.72, -3.91], [-0.20, 0.26, 0.40], [1.98, 3.61, -0.95], [3.29, -0.07, -5.73], [-1.28, 2.10, -0.96], [0.64, 0.21, 0.32], [4.26, -0.18, -0.40], [9.41, -1.41, -1.40], [-0.69, -0.25, 3.09], [0.53, 1.28, -1.47], [1.18, -5.26, -7.70], [0.38, 0.12, 2.06], [-2.40, -1.84, -2.83], [6.07, 3.87, 2.35], [0.70, 0.30, 0.03], [-0.41, 0.94, -1.82], [0.68, 0.12, 0.87], [0.16, -0.09, 0.05], [0.60, -0.86, 3.91], [-1.66, 1.04, -0.53], [6.44, 1.62, -4.90], [0.31, -0.63, 0.35], [3.29, 1.07, -1.70], [-0.03, 0.46, -0.29], [-0.44, -0.13, 0.00], [-0.29, 1.13, 0.93], [0.40, 0.29, -3.57], [0.31, -3.03, -4.76], [-3.24, 0.53, 2.50], [-0.66, 2.15, -0.02], [2.66, 3.02, 5.83], [-1.45, -3.97, -0.74], [1.37, -2.98, -1.23], [1.07, -0.16, 2.16], [-0.25, -0.60, -0.25], [-4.26, 4.46, 5.39], [-4.88, -1.07, 4.46], [-5.27, -1.36, -0.75], [-0.23, -1.30, -0.72], [-1.86, 1.86, 5.09], [4.24, -3.04, 4.87], [2.33, 0.09, -0.96], [-10.88, -2.88, -4.40], [0.36, 0.17, -0.81], [-0.39, -0.22, -0.34], [-1.18, -2.85, -7.02], [-3.38, -1.19, -3.30], [-0.80, 0.52, 0.23], [-2.53, -1.62, -0.86], [-0.41, -2.52, 0.39], [0.72, 1.43, -0.45], [0.30, 0.12, 0.32], [0.41, -0.69, -0.39], [-0.22, -1.75, 0.24], [-2.70, 2.57, 2.72], [-1.95, 0.73, -0.77], [-0.19, -0.44, -0.60], [1.05, -1.41, -0.67], [0.06, -0.24, -0.62], [-0.37, -0.02, 0.52], [0.99, 2.51, 5.77], [-2.08, 0.33, -0.28], [-0.90, 0.16, -0.84], [-2.57, -2.76, 0.89], [0.27, -1.05, -0.73], [0.23, -0.35, 0.13], [-2.88, 1.21, 0.38], [-3.37, 0.52, -1.97], [0.06, 0.05, -0.32], [-0.02, 0.27, -0.01], [-0.09, 0.08, -0.62]], "mulliken_charge": [-0.51, -0.45, -0.15, -0.59, -0.29, -0.37, -0.16, -0.34, -0.44, -0.39, -0.40, -0.63, -0.45, -0.61, -0.37, -0.40, -0.63, 0.31, -0.63, -0.42, -0.28, -0.60, -0.42, -0.28, -0.18, -0.65, -0.27, 0.04, -0.56, -0.72, 0.31, 1.19, 0.37, 0.53, -0.62, -0.37, 0.44, 0.48, 1.10, -0.84, 1.66, 0.30, 0.82, 0.64, 0.01, 0.53, 0.64, 0.48, -0.45, 0.70, 0.49, 1.22, -0.52, 0.04, 0.32, 0.23, -0.13, 0.32, 0.45, -0.20, 0.45, 0.34, 0.15, -1.36, 0.16, -0.18, 0.11, 0.37, 0.34, 0.58, 0.47, -0.80, -0.25, -0.37, 0.73, 0.12, -0.24, 0.05, 0.22, 0.32, 0.55]}